No. 1
Here is a molecular structure, C34H64BiFN5O2S2SbSi3 from OMol25. Energies are from wB97M-V/def2-TZVPD.

Structure (XYZ):
```
113
Properties=species:S:1:pos:R:3:forces:R:3:lowdin_charge:R:1
Bi -0.26726 -0.12651 -0.71844 0.025 0.013 -0.309 1.6494
C -4.26246 -0.57088 -2.29845 0.107 0.006 -0.031 -0.0953
N -3.04277 -1.36118 -2.28155 -0.054 0.164 0.018 -0.2871
C -2.21936 -1.04343 -3.42588 -0.074 0.022 0.026 -0.1913
C -3.33228 -2.77516 -2.19768 -0.018 0.039 0.053 -0.2158
C -2.09643 -3.64323 -2.04701 0.139 0.022 0.020 -0.2089
N -1.14172 -3.20698 -1.02791 0.042 -0.059 0.222 -0.2820
C -0.07035 -4.19460 -0.94565 -0.051 0.031 0.040 -0.1036
C -1.77682 -3.06680 0.27985 0.049 0.034 -0.183 -0.1522
H -4.84431 -0.74014 -3.22109 -0.003 0.043 0.028 0.0895
H -4.01667 0.48774 -2.20608 0.022 -0.045 -0.023 0.0830
H -4.88065 -0.83864 -1.44767 -0.099 -0.028 0.119 0.0646
H -2.69529 -1.32542 -4.38118 0.005 0.011 -0.019 0.0964
H -1.27043 -1.56884 -3.35504 -0.028 -0.022 0.058 -0.0191
H -2.01518 0.03060 -3.44955 -0.019 -0.052 -0.011 0.0811
H -3.86978 -3.14313 -3.09102 -0.051 0.025 -0.016 0.1276
H -4.00424 -2.92672 -1.34951 0.004 -0.017 0.027 0.1134
H -1.55404 -3.69236 -2.99360 0.001 -0.027 -0.028 0.1134
H -2.44353 -4.66540 -1.82822 -0.002 -0.085 0.009 0.1248
H -0.45290 -5.18097 -0.63549 0.011 0.020 -0.002 0.0929
H 0.67986 -3.87358 -0.22155 0.015 0.026 -0.025 0.0831
H 0.40366 -4.30563 -1.92049 0.008 0.009 -0.003 0.0797
H -2.29783 -3.98525 0.59289 0.014 -0.042 -0.021 0.0985
H -2.49841 -2.24844 0.25732 0.060 -0.021 -0.051 0.0470
H -1.01772 -2.84113 1.03622 -0.036 0.003 -0.066 0.0717
O 3.45025 3.81093 -3.02909 -0.025 0.100 0.087 0.0447
C 3.21921 4.16135 -1.75255 0.016 0.013 -0.088 -0.2654
C 3.94500 5.23713 -1.23787 0.060 0.039 0.014 -0.0159
C 3.77615 5.63795 0.07255 -0.038 -0.013 0.002 -0.0812
C 2.88077 4.96897 0.90772 0.040 0.029 -0.036 -0.0864
C 2.15782 3.91263 0.39436 0.020 -0.090 -0.031 -0.0426
C 2.29157 3.49767 -0.93220 -0.077 -0.023 0.038 -0.0617
C 1.47678 2.34415 -1.39332 0.105 0.011 0.231 -0.4054
O 0.60282 1.88705 -0.54910 0.013 -0.049 -0.392 -0.2902
N 1.73412 1.88154 -2.59001 -0.216 -0.068 0.235 -0.0208
N 1.10356 0.68320 -2.91585 -0.283 0.392 -0.233 -0.1483
C 1.19975 0.41971 -4.16533 0.283 -0.079 0.229 -0.8849
S 0.63791 -1.08227 -4.87493 -0.067 0.028 -0.048 0.9454
C 1.84576 -1.02193 -6.21272 0.000 -0.058 -0.019 -0.5066
C 1.87736 0.40776 -6.71078 0.054 0.044 -0.024 -0.5147
S 2.04414 1.49581 -5.27176 0.020 -0.036 0.008 0.9751
H 2.88181 3.02559 -3.20405 0.041 -0.078 -0.098 0.0225
H 4.64631 5.73494 -1.89781 -0.051 -0.023 0.052 0.1170
H 4.34928 6.47686 0.45074 -0.015 -0.039 -0.013 0.1026
H 2.75111 5.27296 1.94025 0.016 -0.022 -0.075 0.0993
H 1.46605 3.36077 1.01092 0.039 0.016 -0.043 0.0708
H 1.50962 -1.71819 -6.98065 0.029 0.017 -0.026 0.0808
H 2.81265 -1.33865 -5.82279 0.028 0.003 0.014 0.0693
H 0.96444 0.65673 -7.24762 -0.029 -0.005 -0.053 0.0743
H 2.73836 0.59090 -7.35351 -0.020 -0.013 -0.015 0.0795
C -0.60320 4.24210 2.27823 0.197 0.093 -0.165 -0.2166
Si -1.91119 2.96491 2.61802 0.250 -0.089 0.266 0.3457
C -3.51002 3.47103 1.84045 -0.328 -0.089 -0.144 -0.2157
C -2.00433 2.96586 4.49325 0.087 0.053 0.166 -0.2190
Sb -1.39212 0.53753 1.92872 -0.290 0.016 0.745 0.9130
Si -0.06512 -0.26642 4.03921 0.090 -0.088 -0.095 0.3173
C -0.97435 -0.55684 5.65328 -0.237 0.072 0.102 -0.2290
C 1.28793 0.96824 4.46228 0.117 0.159 0.007 -0.2228
C 0.64663 -1.94759 3.60104 0.017 -0.206 -0.099 -0.2302
Si -3.70457 -0.43366 2.58245 0.059 -0.079 0.172 0.3552
C -3.60154 -2.29961 2.77340 0.089 -0.233 0.039 -0.2253
C -4.27243 0.20121 4.25267 0.120 0.167 0.214 -0.2248
C -5.06595 0.04657 1.40749 -0.032 0.201 -0.346 -0.2141
H -0.86154 5.11407 2.89386 0.033 -0.060 -0.112 0.0446
H -0.55253 4.55421 1.23255 0.040 -0.040 0.094 0.0423
H 0.38824 3.89939 2.59218 -0.169 0.098 0.026 0.0166
H -3.67411 4.54236 2.00243 -0.030 -0.102 -0.020 0.0383
H -4.35315 2.91513 2.26510 0.046 0.099 -0.052 0.0210
H -3.47533 3.25245 0.77019 -0.007 0.063 0.068 0.0240
H -2.54745 3.86073 4.82571 0.078 -0.109 -0.036 0.0435
H -0.98859 3.02049 4.90677 -0.199 0.011 -0.058 0.0213
H -2.49178 2.09507 4.92058 -0.082 -0.036 0.049 -0.0124
H -1.36674 0.36827 6.08765 0.044 -0.126 -0.013 0.0197
H -0.25048 -0.98527 6.35593 -0.056 0.043 0.003 0.0370
H -1.79779 -1.26868 5.55031 0.061 0.023 0.021 0.0197
H 0.86688 1.78433 5.05923 0.069 -0.090 -0.037 0.0162
H 1.76932 1.41631 3.58985 0.000 -0.031 0.088 0.0063
H 2.06214 0.47855 5.06401 -0.042 0.056 -0.028 0.0372
H -0.15767 -2.69536 3.62831 0.117 0.066 0.010 0.0192
H 1.40516 -2.24629 4.33466 -0.071 0.001 -0.065 0.0378
H 1.10541 -1.97468 2.60946 -0.031 -0.028 0.111 0.0014
H -2.59739 -2.64103 3.05202 -0.164 0.018 -0.011 0.0140
H -3.89561 -2.82197 1.85795 0.020 0.063 0.178 0.0137
H -4.29123 -2.59958 3.57119 0.068 -0.011 -0.100 0.0365
H -3.53526 0.08092 5.04909 -0.107 0.007 -0.039 0.0007
H -5.16295 -0.38066 4.52352 0.082 0.069 -0.039 0.0411
H -4.56624 1.25395 4.20603 0.040 -0.072 0.027 0.0251
H -4.68757 0.75204 0.66057 -0.080 -0.118 0.043 0.0068
H -5.87153 0.52129 1.97668 0.033 -0.038 -0.083 0.0332
H -5.48018 -0.82487 0.89443 0.022 0.038 -0.017 0.0232
C 4.12251 -0.49534 -2.81663 -0.041 -0.142 0.043 -0.0869
N 3.50527 -1.80798 -2.97689 0.034 0.047 -0.014 -0.2419
C 4.50506 -2.82511 -3.24413 -0.018 0.063 0.025 -0.1091
C 2.48793 -2.18053 -1.98625 0.000 0.122 0.080 -0.1944
C 2.70414 -1.64782 -0.58076 -0.012 0.139 0.036 -0.2498
C 3.90675 -1.96742 0.05736 -0.019 -0.017 0.005 -0.0507
C 4.27772 -1.37020 1.25036 -0.013 0.007 -0.018 -0.0711
C 3.44632 -0.41566 1.82071 -0.004 0.004 -0.001 -0.0850
C 2.22942 -0.13282 1.22208 0.005 -0.058 -0.161 -0.1948
C 1.80994 -0.75842 0.04037 0.286 -0.008 0.058 -0.2973
H 4.58055 -0.19416 -3.76104 -0.006 -0.014 -0.027 0.0828
H 4.90641 -0.48540 -2.04702 0.034 -0.021 0.041 0.0871
H 3.38438 0.25469 -2.54633 0.085 -0.078 -0.001 0.0577
H 5.00725 -2.60419 -4.18959 0.003 0.021 0.005 0.0801
H 4.03443 -3.80449 -3.33698 -0.006 0.008 -0.008 0.0824
H 5.28870 -2.88710 -2.47169 -0.007 -0.013 -0.008 0.0738
H 2.45112 -3.26840 -1.97419 -0.030 -0.100 0.028 0.1020
H 1.51087 -1.84104 -2.34213 -0.050 0.004 -0.009 0.0419
H 4.57427 -2.68344 -0.41134 -0.022 0.045 0.036 0.1030
H 5.22104 -1.62786 1.71730 -0.030 0.005 -0.011 0.1035
H 3.73467 0.09552 2.73295 -0.002 -0.026 -0.045 0.1021
H 1.59373 0.61825 1.67771 -0.017 -0.054 -0.031 0.0273
F -2.47991 1.16693 -0.00242 -0.034 0.132 -0.442 -0.7422
```
Forces are in eV/Å.

Summary:
* highest occupied orbital energy: -0.27143 hartree
* frontier orbital gap: 7.67 eV
* LUMO energy: 0.280 eV
* energy above the lowest of the compared OMol25 structures with the same formula, charge and spin: 16.4 kcal/mol



No. 2
Here is 4 unconnected molecules or ions with the total composition C34H64Br2F3INO19P3S at a distorted geometry from OMol25. Energies are from wB97M-V/def2-TZVPD.

Structure (XYZ):
```
128
Properties=species:S:1:pos:R:3:forces:R:3:lowdin_charge:R:1
C 5.51290 -4.65644 -1.88980 -1.494 -0.375 -0.213 -0.0110
C 4.01723 -5.38298 -2.01397 0.127 -5.585 0.410 -0.2721
O 3.89978 -6.73320 -1.90215 0.276 9.343 -0.762 -0.0298
O 2.88091 -4.46812 -2.22858 2.292 -1.857 -1.144 -0.1514
C 2.85016 -3.94953 -3.61567 -0.453 0.796 -1.569 -0.1817
C 1.92366 -2.55958 -3.69735 0.570 -0.131 -0.110 -0.1466
C 0.33274 -2.91880 -4.06983 1.498 -0.241 -1.088 -0.1763
C -0.39587 -3.91214 -3.01519 -1.739 -0.629 -0.792 -0.1200
C -1.19432 -3.19196 -1.75319 0.711 1.407 -1.257 -0.2000
C -0.06862 -3.15152 -0.59049 0.395 1.571 1.835 -0.1033
C 0.09362 -4.36958 0.44137 5.764 -5.081 -1.991 -0.6069
O 1.06803 -5.29290 0.20704 -6.466 6.073 1.416 -0.1422
I -1.01231 -4.69819 2.33280 0.774 0.577 -1.385 0.8270
C -1.47120 -1.54022 -1.88204 1.476 6.455 -1.064 -0.2464
O -0.65067 -0.54126 -2.18192 -3.585 -6.324 1.429 -0.0204
N -2.86426 -1.09284 -1.50161 2.944 -3.813 -0.353 0.0848
C -3.37223 -2.31432 -0.70283 0.126 4.211 -0.371 -0.3299
O -2.76692 -1.97129 0.62339 -3.204 -1.348 -0.471 -0.1115
C -2.74075 -3.63368 -1.52040 -0.885 0.897 4.253 -0.2926
C -3.20980 -4.85985 -0.55497 1.492 -5.286 0.105 -0.5358
Br -4.66169 -4.67367 0.87676 1.585 0.367 -1.838 0.6358
C -2.68984 -6.28553 -0.62281 -0.619 4.140 -0.990 -0.5703
C -1.58997 -6.76411 -1.71681 0.235 -1.786 -0.110 -0.1207
Br -3.36906 -7.72537 0.65656 1.084 1.970 -1.839 0.5902
S -3.95344 -3.81499 -2.93240 -6.043 -7.969 -1.217 0.9160
O -5.41020 -3.98408 -2.34297 5.582 2.273 -1.495 -0.3398
O -3.76502 -5.12730 -3.78855 1.104 5.269 2.708 -0.3402
C -4.05073 -2.43514 -4.17077 -1.835 3.165 -4.267 -0.2679
F -2.77006 -1.95108 -4.72584 -4.379 -1.413 2.281 0.0314
F -4.94725 -1.33011 -3.66101 3.557 -3.636 -1.805 -0.0077
F -4.80986 -2.99144 -5.35585 2.733 1.897 4.227 0.0060
H 5.81171 -4.66477 -0.75415 -0.540 -0.120 -2.293 0.0940
H 5.39601 -3.54885 -2.25234 0.423 -2.205 0.675 0.0847
H 6.23851 -5.29773 -2.56171 -1.423 1.453 1.561 0.1055
H 3.94440 -3.77605 -4.05056 -2.237 -0.172 1.198 0.1319
H 2.33775 -4.70210 -4.38487 1.074 1.192 1.936 0.1406
H 2.43902 -1.90822 -4.55507 -1.446 -1.410 1.726 0.1247
H 2.02355 -1.91187 -2.71796 -0.232 -1.434 -1.879 0.1140
H -0.24565 -1.93384 -4.34704 1.049 -2.047 0.983 0.1077
H 0.41690 -3.52196 -5.09830 -0.284 1.177 2.249 0.1272
H 0.30998 -4.76048 -2.57488 -1.300 2.122 -0.900 0.1255
H -1.23968 -4.49801 -3.62335 1.861 1.285 1.156 0.1062
H -0.23203 -2.15886 0.05376 0.209 -2.349 -1.127 0.1462
H 0.98874 -2.97632 -1.11617 -2.466 -0.818 1.072 0.1405
H -2.87277 -0.18036 -0.96002 0.203 -1.624 -0.922 0.1653
H -4.52610 -2.14208 -0.73632 2.072 -1.370 0.393 0.1536
H -3.58574 -1.76479 1.18907 1.917 -0.713 -0.847 0.1253
H -1.61624 -7.95944 -1.73250 0.003 2.693 0.130 0.0964
H -0.47150 -6.49419 -1.48312 -2.304 -0.313 0.097 0.0813
H -1.77729 -6.45003 -2.82722 -0.217 -0.253 2.342 0.0770
C -4.93947 1.92414 -3.31623 0.108 0.015 -0.163 -0.0823
C -5.88872 1.66684 -2.16307 0.056 -0.358 -0.107 -0.3044
O -5.58837 2.48651 -1.04805 -0.051 -0.057 -0.720 -0.2402
P -5.89112 4.11153 -1.15218 -0.204 -5.490 8.010 0.7348
O -7.43130 3.96079 -1.10375 1.627 2.587 -3.448 -0.2335
O -5.71031 4.45816 0.46584 0.321 1.112 -1.081 -0.2347
C -6.77528 5.03892 1.20267 -0.493 -0.065 0.302 -0.3050
C -7.60493 3.96257 1.88409 0.017 -0.182 0.207 -0.0776
O -4.17019 4.27996 -1.20629 -1.911 1.865 -2.631 -0.2217
C -3.66399 5.12389 -2.22911 0.664 0.461 -0.267 -0.3172
C -4.33648 6.48354 -2.25766 0.144 0.074 0.197 -0.0772
H -5.14382 2.89943 -3.76790 -0.011 0.044 -0.082 0.0647
H -5.05564 1.16437 -4.09428 -0.001 0.131 0.073 0.0684
H -3.89866 1.92910 -2.97634 -0.144 -0.088 -0.018 0.0843
H -6.92708 1.81172 -2.47345 -0.025 -0.011 0.023 0.1107
H -5.78438 0.62774 -1.83592 -0.026 0.124 0.111 0.1051
H -7.38983 5.67966 0.56189 0.013 -0.226 0.074 0.1045
H -6.33414 5.68914 1.96466 0.165 -0.088 -0.125 0.1145
H -7.91364 3.17711 1.19142 -0.032 0.227 -0.106 0.0696
H -8.49787 4.39643 2.34383 0.085 -0.035 -0.024 0.0769
H -7.01691 3.47028 2.66753 -0.065 0.152 -0.072 0.0764
H -3.77045 4.62461 -3.19485 0.105 0.024 -0.114 0.0978
H -2.59252 5.25217 -2.04245 -0.138 -0.117 0.075 0.1200
H -5.39065 6.39601 -2.53783 -0.150 -0.038 -0.110 0.0686
H -3.84945 7.13555 -2.98794 -0.104 -0.042 0.070 0.0851
H -4.30009 6.95918 -1.27282 0.097 -0.052 -0.130 0.0790
C 0.20987 10.92008 -0.90242 0.159 0.116 -0.003 -0.0858
C -0.96889 9.96830 -0.94368 -0.083 0.112 -0.347 -0.3077
O -0.59535 8.65901 -0.55435 0.054 0.784 0.132 -0.2405
P -0.21350 8.38080 1.03309 -3.953 -6.438 -6.285 0.7274
O -1.66789 8.52434 1.54435 3.116 2.538 2.252 -0.2344
O -0.22985 6.71792 0.95980 0.999 0.846 1.050 -0.2238
C -1.10485 5.96780 1.78810 -0.612 -0.235 0.097 -0.2960
C -2.40391 5.66424 1.05907 0.019 -0.200 -0.119 -0.0655
O 1.41157 8.22042 0.46184 -0.354 2.237 2.940 -0.2007
C 2.39516 8.94307 1.18636 0.760 0.021 0.139 -0.3191
C 2.32602 8.69534 2.68154 0.125 -0.202 -0.016 -0.0868
H 0.49427 11.13006 0.13295 0.020 0.091 0.047 0.0623
H -0.04000 11.87166 -1.38010 0.023 -0.067 0.091 0.0798
H 1.08250 10.48868 -1.40365 -0.188 0.038 0.000 0.0859
H -1.78657 10.33340 -0.31631 -0.027 -0.009 0.018 0.1073
H -1.34400 9.90415 -1.96975 0.025 -0.160 0.122 0.1180
H -1.28343 6.48449 2.73675 -0.081 -0.008 -0.209 0.1039
H -0.60214 5.02709 2.03379 0.127 0.127 -0.134 0.1162
H -2.85368 6.55910 0.62436 0.065 0.069 0.242 0.0660
H -3.12758 5.20083 1.73620 0.038 0.006 -0.152 0.0842
H -2.21900 4.97550 0.22641 -0.007 0.031 0.275 0.0681
H 2.29215 10.00894 0.97049 0.138 0.099 0.009 0.0960
H 3.37327 8.62517 0.81009 -0.195 -0.025 -0.086 0.1252
H 1.39754 9.09132 3.10409 -0.105 0.117 0.051 0.0678
H 3.16064 9.18646 3.18931 -0.131 -0.037 0.003 0.0835
H 2.35304 7.62396 2.90262 0.074 0.127 -0.068 0.0888
C 6.36917 -3.20985 6.65708 0.159 0.077 0.090 -0.0873
C 5.17649 -3.75083 5.89423 -0.226 0.293 0.105 -0.3050
O 5.51527 -4.07260 4.55743 0.264 -0.047 0.787 -0.2360
P 6.49593 -5.37787 4.27862 -7.078 3.465 -5.915 0.7265
O 5.42483 -6.42943 4.65837 4.093 -0.515 2.097 -0.2309
O 6.24531 -5.47580 2.63594 1.466 -0.431 0.691 -0.2307
C 5.71833 -6.65906 2.05579 -0.575 -0.401 -0.157 -0.3044
C 4.20631 -6.56585 1.92818 -0.141 0.121 -0.150 -0.0679
O 7.69274 -4.20291 3.85432 1.243 -2.575 2.336 -0.2036
C 8.97136 -4.38300 4.44362 0.719 0.191 -0.094 -0.3204
C 9.51195 -5.78864 4.26019 0.083 0.042 -0.211 -0.0874
H 7.08874 -4.00947 6.85655 0.054 -0.027 0.090 0.0615
H 6.05988 -2.79077 7.61876 0.050 -0.078 -0.065 0.0791
H 6.88692 -2.43558 6.08153 -0.162 -0.072 0.065 0.0850
H 4.75330 -4.62283 6.40023 -0.018 -0.024 -0.008 0.1077
H 4.39741 -2.98338 5.85289 0.057 -0.128 -0.163 0.1198
H 6.02346 -7.54287 2.62552 -0.157 0.157 -0.011 0.1040
H 6.15764 -6.76240 1.05861 0.077 0.160 0.080 0.1092
H 3.72883 -6.27383 2.86560 0.172 -0.156 0.045 0.0727
H 3.78647 -7.52243 1.60316 0.032 0.135 -0.029 0.0856
H 3.93478 -5.80072 1.19147 0.036 -0.185 0.037 0.0620
H 8.91884 -4.12929 5.50483 0.140 0.057 0.080 0.0958
H 9.65069 -3.66741 3.96846 -0.209 -0.004 0.003 0.1243
H 8.90640 -6.51818 4.80653 -0.054 -0.076 0.128 0.0679
H 10.53656 -5.85614 4.63601 -0.118 -0.060 -0.016 0.0831
H 9.49781 -6.07908 3.20524 0.052 0.101 0.112 0.0882
```
Forces are in eV/Å.

Summary:
* highest occupied orbital energy: -0.34699 hartree
* frontier orbital gap: 7.61 eV
* LUMO energy: -1.832 eV
* SMILES: CC(=O)OCCCC[C@@]1(CC(=O)I)C(=O)N[C@H](O)[C@@]1(/C(Br)=C(\C)Br)S(=O)(=O)C(F)(F)F.CCOP(=O)(OCC)OCC.CCOP(=O)(OCC)OCC.CCOP(=O)(OCC)OCC



- The lowest LUMO energy belongs to which entry?
  C34H64Br2F3INO19P3S